Here is a 2-piece molecular cluster, C2HF2IO overall in a non-equilibrium geometry from the Open Molecules 2025 dataset. Energies are from ωB97M-V with the def2-TZVPD basis set.

Last column: Mulliken charge in e.
Positions of all 7 atoms, in Å:
C  -1.009  0.406  -0.435  0.251
C  0.587  2.398  0.227  0.137
O  -0.701  -0.726  -0.697  -0.332
F  1.851  2.390  -0.183  -0.190
F  0.714  2.293  1.519  -0.175
I  -0.466  4.073  -0.489  0.062
H  -1.860  1.130  -0.380  0.248

Frontier orbital gap (spin up / spin down) = 8.557 / 7.669 eV
E_tot = -17669.0964 eV
Energy above the lowest of the compared OMol25 structures with the same formula, charge and spin = 320.6 kJ/mol
Lowest unoccupied orbital energy (spin up / spin down) = -0.2 / -0.7 eV
2S+1 = 1
HOMO energy (spin up / spin down) = -0.3201 / -0.3091 hartree